1.
Entry from the OMol25 dataset: one molecule with the formula C3H7N3O (ωB97M-V/def2-TZVPD).

XYZ file:
```
14
C3H7N3O | the OMol25 dataset | ωB97M-V/def2-TZVPD
H -4.0404 -0.6314 -0.7309
N -3.2998 -0.5564 -0.0378
C -2.2473 -0.0945 -0.5769
N -1.1073 0.0970 0.1874
C 0.1469 0.2281 -0.4097
O 0.2844 0.3390 -1.6162
N 1.1833 0.2055 0.4781
C 2.5544 0.1027 0.0280
H -2.1014 0.1879 -1.6213
H -1.1870 -0.2247 1.1431
H 0.9927 0.1963 1.4671
H 2.5317 -0.0875 -1.0460
H 3.0551 -0.7325 0.5290
H 3.1216 1.0221 0.2092
```

Computed properties:
**ΔE to the lowest compared entry with this formula, charge and spin**: 3.0 kcal/mol
**SMILES**: [H]/N=C/NC(=O)NC
**Kohn-Sham gap**: 0.3831 Ha

=====

2.
Entry from the OMol25 dataset: one molecule with the formula C22H21F2N3O3 at a distorted geometry (ωB97M-V/def2-TZVPD).

XYZ file:
```
51
C22H21F2N3O3 | the OMol25 dataset | ωB97M-V/def2-TZVPD
O 1.8237 0.7214 -0.0654
C 0.9306 -0.0796 0.1216
N -0.3602 0.2402 0.3329
C -0.8462 1.5980 0.3643
C -1.5320 1.9313 1.7034
C -3.0174 1.8926 1.3637
N -3.0478 2.4494 0.0264
C -4.3226 2.3339 -0.6470
C -4.3193 3.0949 -1.9454
C -3.7789 4.3744 -1.9924
C -3.7702 5.0886 -3.1759
C -4.3091 4.5352 -4.3261
C -4.8521 3.2634 -4.2860
C -4.8533 2.5457 -3.1018
C -1.9461 1.8302 -0.6897
C 1.1716 -1.5470 0.1396
C 2.4062 -2.2089 -0.0771
C 2.0890 -3.5326 0.0458
C 2.8970 -4.7894 -0.0112
O 3.4840 -5.0913 1.2461
C 4.4401 -4.2857 1.7845
C 4.5688 -4.3595 3.1742
C 5.5215 -3.6351 3.8588
C 6.3664 -2.8024 3.1458
F 7.2958 -2.0820 3.7985
C 6.2809 -2.7001 1.7720
C 5.3274 -3.4493 1.1062
F 5.3018 -3.3401 -0.2435
O 0.7762 -3.6453 0.3183
N 0.2209 -2.4223 0.3709
H -1.0136 -0.5150 0.4819
H 0.0277 2.2288 0.1895
H -1.2525 2.9341 2.0208
H -1.2561 1.2247 2.4838
H -3.3978 0.8548 1.3915
H -3.6240 2.5009 2.0365
H -5.0825 2.7627 0.0165
H -4.5954 1.2772 -0.8329
H -3.3582 4.7945 -1.0917
H -3.3439 6.0808 -3.2031
H -4.3044 5.0935 -5.2508
H -5.2729 2.8256 -5.1796
H -5.2755 1.5506 -3.0775
H -2.2406 0.8601 -1.1287
H -1.6189 2.4822 -1.5006
H 3.3430 -1.7477 -0.3016
H 2.2284 -5.6328 -0.2013
H 3.6424 -4.7255 -0.8087
H 3.8930 -5.0149 3.6990
H 5.6100 -3.7038 4.9305
H 6.9453 -2.0595 1.2154
```

Computed properties:
**ΔE to the lowest compared entry with this formula, charge and spin**: 0.0 kcal/mol
**SMILES**: O=C(N[C@@H]1CCN(Cc2ccccc2)C1)c1cc(COc2ccc(F)cc2F)on1
**Kohn-Sham gap**: 0.3494 Ha

=====

3.
Entry from the OMol25 dataset: C20H59As2F12N6O5 as an isolated structure at a distorted geometry (ωB97M-V/def2-TZVPD).

XYZ file:
```
104
C20H59As2F12N6O5 | the OMol25 dataset | ωB97M-V/def2-TZVPD
N 0.7144 0.3725 -0.3655
H 0.9195 1.3734 -0.4079
H 1.4466 -0.1018 -0.9368
H -0.1813 0.1881 -0.8448
H 0.7211 -0.0721 0.5656
As 1.5583 4.5173 0.6924
F 0.1236 3.9694 -0.1382
F 2.2966 4.9179 -0.8183
F 3.0215 5.0315 1.4998
F 0.7929 4.1077 2.2385
F 2.2278 2.9106 0.6189
F 0.9354 6.1634 0.8845
As 1.0105 2.7022 -3.9148
F 2.6703 2.0957 -4.0537
F 1.6039 4.2446 -3.4060
F -0.6650 3.2271 -3.7852
F 0.3743 1.1633 -4.4071
F 0.9226 2.2889 -2.1927
F 1.1013 3.3242 -5.5517
C 4.6209 -1.0404 -3.5425
C 3.3130 -1.1613 -2.7256
C 3.2148 -2.4259 -1.8892
O 3.2260 -3.5197 -2.7869
C 2.5598 -4.6690 -2.3328
N 3.1169 0.0278 -1.8711
H 4.7653 -1.9101 -4.1847
H 5.4088 -0.9367 -2.7945
H 4.5454 -0.1903 -4.2183
H 2.4784 -1.1494 -3.4329
H 2.2873 -2.4375 -1.3056
H 4.0757 -2.4566 -1.2049
H 1.5238 -4.4804 -2.0274
H 3.1099 -5.1007 -1.4865
H 2.5510 -5.3892 -3.1504
H 3.2780 0.8085 -2.5107
H 3.9131 0.1269 -1.2372
C -3.1027 -1.3383 -3.6664
C -1.7220 -1.5423 -3.0866
C -0.6706 -2.0806 -4.0595
O -1.1740 -3.1388 -4.8483
C -0.1763 -3.6305 -5.7057
N -1.1908 -0.3494 -2.3976
H -3.7559 -0.9094 -2.9064
H -3.4999 -2.3065 -3.9815
H -3.0889 -0.7019 -4.5553
H -1.8337 -2.3057 -2.3055
H 0.1796 -2.4901 -3.4996
H -0.3774 -1.2254 -4.6830
H 0.1841 -2.8659 -6.4022
H -0.6100 -4.3961 -6.3486
H 0.6720 -4.0483 -5.1574
H -2.0025 0.1267 -2.0038
H -0.7113 0.2835 -3.0354
C 0.7758 0.9159 5.2811
C -0.4860 1.0497 4.4432
C -1.3203 2.2204 4.9673
O -1.5976 1.9741 6.3526
C -2.5206 2.8907 6.8826
N -0.0610 1.2615 3.0482
H 1.3822 0.0469 5.0072
H 0.5211 0.6221 6.3075
H 1.3701 1.8228 5.3708
H -1.1117 0.1553 4.4959
H -2.2694 2.2762 4.4212
H -0.8380 3.2041 4.9307
H -3.3975 3.0481 6.2409
H -2.0765 3.8871 7.0000
H -2.8482 2.4707 7.8318
H -0.8202 1.7194 2.5086
H 0.5719 2.0653 3.0651
C 0.3326 -3.5014 1.1728
C 0.0036 -2.4136 2.1959
C -0.0023 -2.9887 3.6033
O 1.0720 -3.8637 3.8177
C 1.2831 -4.1619 5.1674
N 1.0345 -1.3716 2.0472
H 0.0545 -3.1908 0.1586
H -0.4076 -4.3069 1.2691
H 1.3625 -3.8340 1.2116
H -0.9726 -1.9547 2.0357
H -0.9348 -3.5089 3.8763
H 0.0583 -2.1173 4.2771
H 0.4154 -4.6839 5.5969
H 1.4915 -3.2635 5.7544
H 2.0858 -4.8907 5.2747
H 1.9447 -1.6324 2.4157
H 0.7641 -0.5617 2.6199
C -3.3101 0.9320 1.2281
C -2.3445 1.9419 0.6202
C -2.9010 2.6611 -0.6411
O -3.1599 1.7134 -1.6559
C -3.7213 2.3070 -2.8066
N -2.0074 2.9572 1.6245
H -2.8886 0.3926 2.0735
H -3.6167 0.2634 0.4172
H -4.2601 1.3953 1.5126
H -1.4397 1.4326 0.3028
H -2.0949 3.3300 -0.9531
H -3.8249 3.1785 -0.3571
H -4.6709 2.7868 -2.5520
H -3.8985 1.5525 -3.5716
H -3.0686 3.0354 -3.2936
H -2.8632 3.4303 1.9104
H -1.4912 3.7042 1.1600
```

Computed properties:
**Total charge**: -1
**Kohn-Sham gap**: 0.3390 Ha

=====

4.
Entry from the OMol25 dataset: a 10-piece molecular cluster, C60H143N3O21 overall at a distorted geometry (ωB97M-V/def2-TZVPD).

XYZ file:
```
227
C60H143N3O21 | the OMol25 dataset | ωB97M-V/def2-TZVPD
C -2.5838 -0.0339 3.3303
C -3.1222 -1.4142 3.8191
N -3.3711 -2.3383 2.6653
C -2.2415 -3.0280 2.1824
C -1.6852 -4.2946 2.9776
C -4.7316 -2.9034 2.5219
C -5.1008 -3.2727 1.1376
H -3.5470 0.5078 3.3271
H -2.2470 -0.0960 2.2878
H -1.9477 0.4121 4.1063
H -2.4024 -1.8690 4.4508
H -4.0577 -1.3206 4.3513
H -2.4615 -3.2077 1.1439
H -1.4645 -2.2890 2.2912
H -2.1687 -5.1929 2.6334
H -0.6132 -4.3829 2.8258
H -1.9270 -4.2028 4.0884
H -5.4594 -2.1064 2.8832
H -4.8612 -3.8285 3.1967
H -4.8573 -2.4226 0.5197
H -6.1845 -3.5659 1.1640
H -4.6410 -4.1766 0.7650
C -0.7380 4.8399 3.9416
C -1.9655 5.6948 3.8594
N -3.0062 5.0092 3.1139
C -3.9920 5.9682 2.6258
C -4.8059 5.2265 1.5149
C -3.5774 3.8607 3.8400
C -4.3776 4.2739 5.1186
H -0.9418 4.0176 4.6578
H 0.1959 5.3611 4.2508
H -0.6218 4.3859 2.9300
H -2.1884 6.0647 4.8698
H -1.8117 6.5856 3.1686
H -4.7074 6.4109 3.3466
H -3.5335 6.8476 2.1314
H -5.2754 4.3252 1.8309
H -5.5661 5.8528 1.0690
H -4.0518 4.9594 0.7773
H -2.7283 3.1869 4.0610
H -4.1143 3.1778 3.1640
H -3.7466 4.7563 5.8676
H -4.7153 3.3598 5.7000
H -5.3124 4.7866 4.8354
C -2.5772 6.7368 -4.0742
C -2.5973 6.6566 -2.5199
N -1.2988 6.7650 -1.9857
C -0.4931 7.9897 -2.2402
C -0.8047 9.1518 -1.3527
C -1.1839 6.2052 -0.5718
C 0.2721 6.1035 -0.0177
H -1.8136 6.1162 -4.4894
H -2.4348 7.7671 -4.4670
H -3.4940 6.4002 -4.5537
H -3.2463 7.4494 -2.0491
H -3.0574 5.7244 -2.1955
H 0.6415 7.7492 -2.2082
H -0.5917 8.3480 -3.3030
H -0.9010 8.9080 -0.2838
H -0.0206 9.9131 -1.4240
H -1.7768 9.5800 -1.5774
H -1.7168 5.1958 -0.6046
H -1.7778 6.7683 0.1230
H 0.8038 5.4140 -0.6400
H 0.3463 5.8264 1.1010
H 0.7167 7.1106 0.0260
C -0.1200 0.1094 7.2012
O 0.0206 -0.0686 5.8410
C 0.5565 -1.3783 5.5572
C 0.7352 -1.4349 4.0581
O 1.1798 -2.7361 3.7921
C 1.5518 -2.8341 2.4609
C 2.3956 -4.0898 2.3849
O 3.5974 -4.0890 3.0887
C 4.6418 -3.4048 2.4953
H 0.8668 0.3633 7.5996
H -0.5730 -0.6780 7.8335
H -0.7040 0.9851 7.4711
H -0.1667 -2.1651 5.8826
H 1.4495 -1.5363 6.0800
H 1.3560 -0.5356 3.7627
H -0.3000 -1.2677 3.6119
H 2.1605 -1.9146 2.2496
H 0.7140 -2.9300 1.7304
H 2.6545 -4.2533 1.3293
H 1.8468 -4.9880 2.7353
H 5.5312 -3.5561 3.1483
H 4.4094 -2.3386 2.5167
H 4.9050 -3.8208 1.5205
C 1.6202 4.5581 -3.4655
O 1.2345 3.2306 -3.6859
C 1.7668 2.3632 -2.6993
C 1.9707 0.9305 -3.0599
O 2.9748 0.6943 -3.9943
C 2.4685 0.8794 -5.3461
C 3.6782 0.7213 -6.2817
O 4.6000 1.8711 -6.2927
C 5.5847 1.7950 -5.3017
H 2.7376 4.5487 -3.2649
H 1.1351 5.0345 -2.6088
H 1.3963 5.0966 -4.3707
H 1.1213 2.2631 -1.8701
H 2.6850 2.7961 -2.3159
H 0.9755 0.5102 -3.3735
H 2.2195 0.3854 -2.1696
H 2.0743 1.8468 -5.4388
H 1.6761 0.1003 -5.6477
H 3.4722 0.6050 -7.3197
H 4.2063 -0.1956 -5.9873
H 6.3753 2.4821 -5.5564
H 6.0354 0.7753 -5.2220
H 5.2672 2.0439 -4.2829
C 3.3639 -7.7682 1.0517
O 3.2208 -6.9302 -0.1044
C 4.4729 -6.7849 -0.7718
C 4.3550 -5.8420 -1.9649
O 4.4595 -4.4758 -1.5727
C 5.6909 -3.8649 -1.7743
C 5.6143 -2.3134 -1.7162
O 5.2280 -1.8445 -0.4951
C 3.7815 -1.5653 -0.4483
H 3.8425 -8.6832 0.7901
H 2.3518 -7.9738 1.4694
H 3.8905 -7.3435 1.8932
H 4.7497 -7.7873 -1.1171
H 5.2474 -6.3698 -0.0392
H 3.3701 -5.9940 -2.3769
H 5.1257 -6.2327 -2.5868
H 6.2692 -4.1147 -2.7622
H 6.3785 -4.1762 -0.9251
H 4.8551 -2.1078 -2.4501
H 6.5960 -1.8343 -1.9622
H 3.5852 -0.9471 0.4175
H 3.1791 -2.4945 -0.3491
H 3.5716 -0.9381 -1.2929
C -5.5562 -1.0708 -6.3874
O -5.8695 -2.2133 -7.2157
C -4.7492 -2.9756 -7.4972
C -4.6151 -4.2225 -6.6902
O -4.0610 -4.0512 -5.4107
C -4.9932 -4.1817 -4.3548
C -4.1895 -3.7423 -3.0619
O -3.9211 -2.3135 -3.3026
C -3.3933 -1.5808 -2.2539
H -4.9891 -1.4395 -5.5137
H -6.4371 -0.6300 -6.0384
H -4.8968 -0.4328 -6.9993
H -3.9041 -2.3833 -7.1642
H -4.7760 -3.3019 -8.5767
H -3.9234 -4.9468 -7.1800
H -5.6341 -4.6983 -6.6414
H -5.3585 -5.2143 -4.1434
H -5.8950 -3.5565 -4.4857
H -3.2763 -4.2181 -2.8755
H -4.6839 -3.8369 -2.1004
H -3.6225 -0.5657 -2.4453
H -2.2438 -1.8121 -2.1286
H -3.8357 -1.7861 -1.2544
C -0.4378 -5.2718 -1.3191
O -0.3118 -3.9789 -1.7469
C 0.9996 -3.4699 -2.0895
C 0.9815 -1.9830 -2.1928
O 1.0875 -1.2982 -0.9316
C 0.0614 -0.4021 -0.6340
C 0.4050 0.6155 0.4259
O -0.8300 1.2853 0.6719
C -0.6879 2.3434 1.5640
H -1.4660 -5.4173 -1.0526
H 0.2230 -5.6443 -0.4872
H -0.2748 -5.9677 -2.2037
H 1.3333 -3.8774 -3.0260
H 1.7838 -3.8547 -1.3772
H 0.0606 -1.6141 -2.6688
H 1.8173 -1.7372 -2.7739
H -0.7358 -0.9447 -0.2923
H -0.2462 0.2586 -1.4980
H 1.1113 1.3743 0.1391
H 0.7458 0.1904 1.3721
H -1.6516 2.8872 1.5949
H 0.1314 3.0542 1.1746
H -0.4787 2.0000 2.6314
C 6.4762 -2.9888 8.4946
O 6.6311 -2.8999 7.0914
C 5.4237 -3.3189 6.3959
C 4.2058 -2.4614 6.4945
O 4.2414 -1.0917 6.2023
C 5.2123 -0.7137 5.2345
C 5.0850 0.7991 5.0803
O 3.9892 1.0098 4.2460
C 2.9295 1.7334 4.8378
H 7.2748 -2.4627 9.0305
H 6.5615 -4.0544 8.8353
H 5.4810 -2.5871 8.8098
H 5.2099 -4.3453 6.7844
H 5.6370 -3.3760 5.3383
H 3.8120 -2.4987 7.5050
H 3.5217 -3.0517 5.7962
H 4.9917 -1.1217 4.2726
H 6.2035 -0.9511 5.6394
H 6.0142 1.2693 4.6276
H 4.9634 1.2418 6.1219
H 3.2737 2.7738 5.0416
H 2.5813 1.3510 5.7733
H 2.0588 1.7172 4.1443
C -3.7658 2.2803 -1.0018
O -3.0730 3.3578 -1.7159
C -1.7833 3.0123 -2.2866
C -1.7815 2.4067 -3.6260
O -2.1942 1.0554 -3.4731
C -2.7036 0.5045 -4.6941
C -1.6121 0.1705 -5.7460
O -0.5555 -0.7227 -5.4961
C -1.0324 -1.9950 -5.1961
H -4.3070 2.7674 -0.1477
H -2.9908 1.6422 -0.6018
H -4.4643 1.6224 -1.5066
H -1.2713 2.3102 -1.6070
H -1.2644 3.9445 -2.1942
H -0.7875 2.5026 -4.1420
H -2.5095 2.9881 -4.1656
H -3.4031 1.2126 -5.1896
H -3.2395 -0.4267 -4.5006
H -1.1197 1.0312 -6.0765
H -2.1790 -0.2004 -6.5742
H -1.9470 -2.2398 -5.7284
H -1.3893 -2.0755 -4.1878
H -0.1215 -2.6871 -5.2415
```

Computed properties:
**ΔE to the lowest compared entry with this formula, charge and spin**: 75.5 kcal/mol
**SMILES**: CCN(CC)CC.CCN(CC)CC.CCN(CC)CC.COCCOCCOC.COCCOCCOC.COCCOCCOC.COCCOCCOC.COCCOCCOC.COCCOCCOC.COCCOCCOC
**Kohn-Sham gap**: 0.3071 Ha

=====

5.
Entry from the OMol25 dataset: C29H41N9O4Sc as an isolated structure at a distorted geometry (ωB97M-V/def2-TZVPD).

XYZ file:
```
84
C29H41N9O4Sc | the OMol25 dataset | ωB97M-V/def2-TZVPD
Sc 0.1331 -0.1104 0.2977
C 1.9329 -3.5080 3.3857
C 1.9838 -3.2277 1.8786
N 1.3146 -4.1310 0.9397
C -0.0966 -4.4259 1.1409
C -0.9875 -3.2195 1.3534
N -1.0332 -2.2282 0.2469
C -2.4027 -2.0161 -0.2822
C -3.3052 -1.1158 0.5877
C -2.8383 -0.8506 2.0117
N -1.6285 -0.0061 2.0554
C -1.2245 0.3121 3.4468
C -0.6882 -0.8755 4.2153
N 0.5009 -1.4523 3.5989
C 0.8225 -2.7749 4.1500
H 2.8963 -3.2253 3.8180
H 1.8287 -4.5805 3.5705
H 3.0244 -3.1874 1.5584
H 1.5957 -2.2316 1.7186
H 1.8256 -5.0019 0.8838
H -0.4502 -4.9700 0.2603
H -0.2876 -5.0817 2.0030
H -0.7040 -2.6923 2.2590
H -1.9967 -3.6102 1.5069
H -0.4899 -2.5902 -0.5348
H -2.8796 -2.9886 -0.4326
H -2.2890 -1.5553 -1.2637
H -4.2952 -1.5714 0.6441
H -3.4430 -0.1536 0.0893
H -2.6307 -1.7807 2.5318
H -3.6465 -0.3613 2.5656
H -1.9059 0.8916 1.6598
H -2.0854 0.7130 3.9929
H -0.4732 1.0989 3.3974
H -1.4462 -1.6620 4.2593
H -0.5241 -0.5669 5.2544
H 1.2860 -0.8203 3.7164
H -0.0987 -3.3620 4.1139
H 1.0887 -2.7100 5.2106
O 2.1799 3.2109 -2.7523
C 0.9530 3.3258 -3.3293
C 0.7604 4.2180 -4.3830
C -0.4787 4.3531 -4.9774
C -1.5535 3.5912 -4.5315
C -1.3600 2.7149 -3.4830
C -0.1184 2.5633 -2.8562
C 0.0365 1.5634 -1.7663
O 1.1600 1.0862 -1.4674
N -0.9820 1.0290 -1.0756
N -2.2045 1.7176 -0.8714
C -2.1310 2.7147 -0.0805
C -1.0340 3.3730 0.6987
C -1.2856 4.7372 0.9292
C -0.4413 5.5444 1.6583
C 0.6972 4.9737 2.2223
C 0.9613 3.6316 2.0408
C 0.1204 2.8128 1.2809
O 0.4485 1.5194 1.1925
H 2.7498 3.8876 -3.1377
H 1.6013 4.8086 -4.7315
H -0.6051 5.0554 -5.7917
H -2.5269 3.6831 -4.9927
H -2.1911 2.1174 -3.1334
H -3.0897 3.2211 0.0341
H -2.1869 5.1648 0.5018
H -0.6679 6.5926 1.7977
H 1.3747 5.5786 2.8124
H 1.8407 3.1730 2.4747
C 4.1048 -0.8261 -1.5974
N 2.8715 -1.2041 -2.3044
C 2.8260 -1.2701 -3.6599
C 1.6703 -1.4624 -4.3236
C 0.4985 -1.5809 -3.5259
N 0.5509 -1.5648 -2.1994
C 1.7187 -1.3395 -1.5935
O 1.7719 -1.2299 -0.3293
N -0.7060 -1.7216 -4.0935
H 4.4868 -1.6675 -1.0267
H 3.8881 0.0041 -0.9333
H 4.8357 -0.5173 -2.3390
H 3.7721 -1.1423 -4.1668
H 1.6448 -1.5019 -5.4020
H -0.8198 -1.6385 -5.0877
H -1.5238 -1.6700 -3.5098
```

Computed properties:
**ΔE to the lowest compared entry with this formula, charge and spin**: 71.0 kcal/mol
**Total charge**: +1
**Kohn-Sham gap**: 0.3008 Ha

=====

The following HOMO energy values (in eV) correspond, in order, to the records above: -9.634, -8.816, -7.087, -7.693, -10.312.
The following LUMO energy values (in eV) correspond, in order, to the records above: 0.8, 0.7, 2.1, 0.7, -2.1.
The following electronic energy values (in eV) correspond, in order, to the records above: -9742.9030, -39201.1965, -195171.4427, -111989.3902, -73039.4501.